Record 1
C4H7N2P | wB97M-V/def2-TZVPD

Each line ends with the Mulliken charge.
Element x y z (Å)
C 0.78 0.86 0.15  0.55
C -1.01 -0.72 -0.18  0.34
C 1.91 1.16 -0.66  -0.87
C -1.72 -1.92 -0.51  -1.09
N 0.40 1.44 1.21  -0.41
N 0.11 -0.21 -0.29  -0.15
P -0.92 0.88 2.05  -0.13
H 2.27 0.18 -1.22  0.25
H 2.86 1.44 -0.14  0.28
H 1.92 1.85 -1.45  0.25
H -1.63 -2.34 -1.55  0.32
H -2.73 -1.88 -0.27  0.36
H -1.31 -2.79 0.08  0.25
H -0.93 2.05 2.78  0.05

Computed properties:
Net charge: 0
Multiplicity: 1
Max |F|: 5.97 eV/Å
HOMO-LUMO gap (alpha / beta): 6.7 / 7.0 eV
Highest occupied orbital energy (alpha / beta): -0.264 / -0.265 Eh
Calculated total energy: -16526.4754 eV

Record 2
C19H5Cl68NO3 | wB97M-V/def2-TZVPD

Each line ends with the Mulliken charge.
Element x y z (Å)
N 4.59 -0.27 -1.89  -0.39
C 4.69 1.17 -1.70  -0.24
O 5.02 1.45 -0.34  -0.31
C 6.34 1.58 -0.06  0.65
O 7.25 1.36 -0.81  -0.53
O 6.51 1.98 1.21  -0.46
H 5.24 -0.77 -1.29  0.20
H 4.74 -0.53 -2.86  0.20
H 5.41 1.63 -2.40  0.39
H 3.70 1.62 -1.88  0.19
H 5.65 2.04 1.65  0.34
C 0.25 2.30 -0.34  0.19
Cl -0.05 3.30 -1.77  -0.11
Cl -0.42 3.10 1.08  -0.03
Cl -0.51 0.72 -0.57  -0.04
Cl 1.99 2.10 -0.08  -0.03
C 1.40 -3.57 -0.71  0.01
Cl 1.55 -1.83 -0.45  0.13
Cl -0.10 -3.91 -1.57  -0.02
Cl 2.77 -4.15 -1.66  -0.09
Cl 1.38 -4.40 0.85  -0.03
C 3.01 4.96 3.17  0.17
Cl 2.76 3.37 3.89  -0.12
Cl 3.50 6.11 4.41  0.02
Cl 4.28 4.86 1.94  -0.10
Cl 1.52 5.51 2.40  0.08
C -2.23 7.26 0.61  0.23
Cl -2.76 7.99 -0.91  -0.10
Cl -2.74 8.28 1.96  -0.12
Cl -2.93 5.65 0.79  0.09
Cl -0.47 7.10 0.62  -0.08
C 1.05 -2.45 -5.53  0.12
Cl 0.51 -1.30 -6.76  -0.09
Cl 1.09 -1.66 -3.96  0.11
Cl -0.06 -3.83 -5.48  0.00
Cl 2.67 -3.04 -5.95  -0.12
C -6.15 3.30 2.04  0.21
Cl -6.22 5.07 2.03  -0.10
Cl -7.61 2.66 1.31  -0.06
Cl -4.75 2.78 1.11  0.02
Cl -6.00 2.72 3.71  -0.10
C -3.53 -0.06 -4.52  -0.16
Cl -4.22 -1.68 -4.42  -0.05
Cl -2.50 0.25 -3.10  0.13
Cl -2.55 0.03 -5.99  -0.02
Cl -4.83 1.14 -4.60  0.09
C 4.09 9.85 3.20  0.27
Cl 4.49 8.52 2.12  -0.04
Cl 2.34 9.94 3.39  -0.08
Cl 4.84 9.58 4.79  -0.05
Cl 4.70 11.36 2.52  -0.11
C -1.18 -7.83 -4.38  0.35
Cl -1.57 -6.84 -5.78  -0.10
Cl -1.47 -6.89 -2.91  -0.06
Cl -2.21 -9.27 -4.37  -0.10
Cl 0.51 -8.32 -4.44  -0.10
C 0.51 -7.56 3.62  0.37
Cl 0.66 -5.83 3.95  -0.09
Cl -0.98 -7.86 2.73  -0.09
Cl 1.89 -8.08 2.63  -0.11
Cl 0.49 -8.45 5.14  -0.09
C -5.73 0.82 -9.19  0.31
Cl -5.39 2.52 -8.86  -0.10
Cl -7.30 0.68 -10.00  -0.10
Cl -4.47 0.16 -10.24  -0.11
Cl -5.76 -0.07 -7.67  -0.02
C -11.29 5.33 0.45  0.29
Cl -11.63 6.65 -0.66  -0.10
Cl -9.62 5.43 1.01  -0.01
Cl -12.38 5.42 1.84  -0.10
Cl -11.52 3.78 -0.38  -0.10
C 4.38 -10.92 5.88  0.32
Cl 3.87 -9.82 4.60  -0.02
Cl 4.02 -10.18 7.45  -0.10
Cl 3.51 -12.45 5.74  -0.11
Cl 6.12 -11.22 5.76  -0.08
C 9.50 -13.82 3.61  0.32
Cl 10.17 -13.12 2.13  -0.10
Cl 8.21 -12.79 4.22  -0.02
Cl 8.86 -15.43 3.27  -0.10
Cl 10.78 -13.95 4.83  -0.10
C -5.37 4.31 -2.68  0.00
Cl -5.25 5.99 -2.15  -0.07
Cl -6.70 3.52 -1.83  0.06
Cl -5.67 4.25 -4.43  -0.08
Cl -3.86 3.47 -2.32  0.07
C -6.88 -0.82 -1.08  0.22
Cl -5.35 -0.06 -1.51  0.10
Cl -6.84 -2.53 -1.53  -0.11
Cl -7.18 -0.66 0.65  -0.08
Cl -8.19 -0.01 -1.96  -0.09
C 6.35 7.02 8.23  0.27
Cl 5.32 6.69 6.83  -0.01
Cl 6.84 5.50 8.97  -0.10
Cl 7.77 7.92 7.70  -0.10
Cl 5.45 7.99 9.40  -0.10

Computed properties:
Net charge: 0
Multiplicity: 1
Max |F|: 0.88 eV/Å
HOMO-LUMO gap: 9.6 eV
Highest occupied orbital energy: -0.356 Eh
Calculated total energy: -878936.9077 eV

Record 3
C27H33F8N3O30 | wB97M-V/def2-TZVPD

Each line ends with the Mulliken charge.
Element x y z (Å)
O 8.96 16.62 3.26  -0.46
C 8.49 17.17 2.31  0.32
O 9.10 18.20 1.68  -0.37
C 8.18 18.68 0.71  -0.78
C 7.41 17.45 0.30  0.51
F 8.13 16.83 -0.66  -0.29
O 7.50 16.69 1.53  0.02
H 7.58 19.46 1.17  0.35
H 8.65 19.05 -0.20  0.38
H 6.41 17.74 0.00  0.28
O 1.88 10.43 -1.14  -0.52
C 3.02 10.67 -1.38  0.42
O 3.85 11.52 -0.68  0.17
C 5.19 11.44 -1.22  0.01
C 4.90 10.97 -2.64  0.43
F 5.78 10.00 -2.98  -0.32
O 3.61 10.42 -2.55  -0.41
H 5.63 12.42 -1.11  -0.19
H 5.69 10.64 -0.66  0.16
H 4.88 11.67 -3.47  0.31
O 1.87 15.92 -5.26  -0.52
C 2.19 15.81 -4.13  0.50
O 1.35 15.70 -3.08  -0.43
C 2.02 15.39 -1.87  0.11
C 3.49 15.36 -2.26  0.88
F 4.11 14.19 -2.02  -0.20
O 3.45 15.65 -3.63  -0.43
H 1.89 16.14 -1.10  0.06
H 1.61 14.44 -1.52  0.01
H 4.04 16.16 -1.78  -0.05
O 8.80 13.69 -2.21  -0.54
C 8.89 13.60 -1.03  0.55
O 8.13 12.76 -0.29  -0.28
C 8.39 12.92 1.10  0.52
C 9.63 13.82 1.09  0.91
F 10.71 13.03 1.39  -0.40
O 9.71 14.32 -0.20  -0.38
H 7.53 13.29 1.65  -0.46
H 8.58 11.92 1.49  0.17
H 9.65 14.64 1.81  -0.09
O 6.59 14.09 4.32  -0.19
C 7.66 13.76 4.77  0.55
O 8.45 12.85 4.22  -0.33
C 9.61 12.72 5.02  -0.56
C 9.59 13.93 5.97  0.24
F 10.35 14.91 5.40  -0.26
O 8.21 14.30 5.84  -0.35
H 9.57 11.84 5.66  0.27
H 10.57 12.72 4.50  0.27
H 9.89 13.83 7.01  0.35
O 5.93 11.30 1.96  0.11
C 5.98 10.53 2.87  0.04
O 6.19 10.86 4.15  -0.16
C 6.28 9.68 4.96  -0.64
C 5.76 8.61 4.04  0.31
F 4.42 8.45 4.21  -0.26
O 6.00 9.18 2.77  -0.32
H 7.34 9.56 5.18  0.36
H 5.72 9.80 5.89  0.32
H 6.29 7.69 4.26  0.30
O -4.22 12.75 -0.50  -0.53
C -3.54 13.08 0.44  0.57
O -3.38 14.36 0.79  -0.29
C -2.42 14.44 1.82  0.01
C -1.63 13.16 1.60  0.55
F -1.12 12.61 2.72  -0.27
O -2.63 12.29 1.05  -0.33
H -1.76 15.29 1.63  -0.09
H -2.86 14.43 2.81  0.30
H -0.78 13.38 0.95  0.07
O 1.22 15.16 1.21  -0.42
C 2.38 14.98 1.42  0.29
O 2.82 14.14 2.40  -0.40
C 4.24 14.22 2.53  1.92
C 4.63 15.13 1.40  0.83
F 5.24 14.39 0.47  -0.01
O 3.43 15.68 0.90  -0.34
H 4.33 14.65 3.53  -0.95
H 4.68 13.24 2.41  -0.72
H 5.34 15.87 1.77  -0.24
C 4.25 16.41 5.58  -0.62
N 4.41 15.25 6.47  1.01
O 5.07 15.43 7.48  -0.59
O 3.87 14.22 6.14  -0.51
H 3.35 16.18 5.00  0.24
H 5.11 16.64 4.95  0.16
H 4.03 17.30 6.17  0.33
C 1.98 10.35 2.04  -0.44
N 1.00 9.94 3.12  0.99
O 0.40 10.78 3.74  -0.52
O 0.82 8.74 3.28  -0.60
H 2.93 9.88 2.31  0.18
H 2.17 11.42 1.98  0.03
H 1.58 9.97 1.11  0.36
C -1.83 19.41 0.72  -0.92
N -1.49 17.99 0.54  0.99
O -2.42 17.28 0.20  -0.52
O -0.38 17.64 0.85  -0.50
H -2.78 19.52 1.25  0.33
H -1.93 19.90 -0.24  0.31
H -1.08 19.96 1.28  0.32

Computed properties:
Structure (SMILES): O=C1OC[C@@H](F)O1.O=C1OC[C@@H](F)O1.O=C1OC[C@@H](F)O1.O=C1OC[C@@H](F)O1.O=C1OC[C@@H](F)O1.O=C1OC[C@@H](F)O1.O=C1OC[C@@H](F)O1.O=C1OC[C@@H](F)O1.C[N+](=O)[O-].C[N+](=O)[O-].C[N+](=O)[O-]
Net charge: 0
Multiplicity: 1
Max |F|: 2.68 eV/Å
HOMO-LUMO gap: 10.0 eV
Highest occupied orbital energy: -0.380 Eh
Calculated total energy: -116161.4770 eV

Record 4
C42H37N9OSSn | wB97M-V/def2-TZVPD

Each line ends with the Mulliken charge.
Element x y z (Å)
Sn 11.75 26.15 8.98  1.30
N 12.61 28.12 12.94  -0.49
C 12.46 27.77 11.64  0.60
S 11.90 26.05 11.42  -0.64
N 12.69 28.60 10.68  -1.24
N 12.84 27.96 9.46  0.97
C 13.86 28.33 8.62  0.13
C 14.61 29.62 8.67  -0.24
C 16.01 29.60 8.82  -0.18
C 16.72 30.78 9.00  -0.66
C 16.05 31.98 9.14  -0.45
C 14.66 32.00 9.08  -0.57
C 13.94 30.86 8.85  -0.24
C 14.18 27.36 7.51  0.02
C 15.13 27.55 6.47  -0.81
C 15.60 26.49 5.72  -0.87
C 14.84 25.30 5.76  -0.87
C 13.80 25.21 6.68  -0.39
N 13.44 26.21 7.49  0.38
H 12.21 27.53 13.72  0.19
H 12.88 29.05 13.18  0.23
H 16.57 28.66 8.65  0.42
H 17.83 30.73 8.92  0.31
H 16.56 32.89 9.35  0.40
H 14.11 32.96 9.22  0.34
H 12.86 30.88 8.88  0.32
H 15.64 28.49 6.47  0.71
H 16.45 26.56 5.08  0.45
H 15.07 24.48 5.06  0.36
H 13.16 24.32 6.78  0.45
C 9.43 12.56 6.69  -0.82
O 8.54 13.35 7.50  -0.41
C 9.02 14.58 7.89  0.60
C 10.36 14.95 7.91  -0.27
C 10.69 16.26 8.23  -0.60
C 9.76 17.19 8.69  0.11
C 8.38 16.77 8.66  -0.59
C 8.06 15.48 8.37  -0.51
C 10.07 18.58 8.92  0.35
N 11.32 19.07 9.20  -0.75
C 11.17 20.40 9.28  1.20
C 9.78 20.77 9.17  -0.13
N 9.11 19.57 9.00  -0.06
C 9.31 22.11 9.20  0.09
C 7.96 22.50 9.14  -0.54
C 7.64 23.82 8.94  -1.08
C 8.67 24.74 8.65  -0.16
N 9.97 24.42 8.76  0.23
C 10.34 23.12 9.04  0.22
C 11.76 22.76 9.25  -0.37
N 12.67 23.76 9.15  0.47
C 13.94 23.46 9.42  -0.25
C 14.38 22.18 9.84  -1.00
C 13.47 21.16 9.89  -0.77
C 12.15 21.41 9.46  0.05
H 8.83 11.80 6.21  0.27
H 10.23 12.07 7.28  0.32
H 9.97 13.08 5.88  0.37
H 11.20 14.23 7.80  0.30
H 11.72 16.65 8.18  0.36
H 7.61 17.51 8.84  0.26
H 7.00 15.18 8.45  0.36
H 8.14 19.43 8.70  0.31
H 7.08 21.83 9.22  0.31
H 6.56 24.13 9.00  0.36
H 8.46 25.72 8.34  0.38
H 14.69 24.24 9.42  0.45
H 15.43 21.99 10.15  0.34
H 13.66 20.16 10.13  0.64
C 8.30 30.72 10.33  -1.06
N 8.37 29.58 9.48  0.49
C 7.14 28.85 9.25  -1.07
C 9.60 28.87 9.25  -0.56
C 9.74 28.48 7.79  0.14
C 9.15 29.22 6.77  -0.38
C 9.06 28.71 5.45  -0.65
C 9.71 27.53 5.15  -0.89
C 10.48 26.89 6.16  -0.36
C 10.45 27.29 7.49  0.75
H 7.40 31.33 10.13  0.31
H 9.14 31.37 10.11  0.31
H 8.27 30.48 11.42  0.30
H 6.39 29.46 8.77  0.38
H 6.61 28.42 10.17  0.29
H 7.28 27.97 8.64  0.23
H 9.59 28.01 9.93  0.12
H 10.48 29.47 9.50  -0.01
H 8.74 30.17 7.02  0.51
H 8.48 29.24 4.66  0.33
H 9.67 27.15 4.14  0.43
H 10.82 25.90 5.90  0.42

Computed properties:
Net charge: 0
Multiplicity: 1
Max |F|: 4.93 eV/Å
HOMO-LUMO gap (alpha / beta): 3.3 / 2.5 eV
Highest occupied orbital energy (alpha / beta): -0.154 / -0.136 Eh
Calculated total energy: -76275.9092 eV

Record 5
C19H21ClN4O2 | wB97M-V/def2-TZVPD

Each line ends with the Mulliken charge.
Element x y z (Å)
O -1.94 -3.66 0.06  -0.71
C -1.71 -2.49 -0.20  0.17
N -2.08 -1.47 0.59  0.40
C -2.94 -1.58 1.74  -0.88
C -4.28 -0.89 1.47  -0.79
C -4.03 0.49 0.92  0.82
C -4.50 0.89 -0.33  -0.59
N -4.21 2.07 -0.84  -0.56
C -3.45 2.88 -0.12  -0.27
C -3.00 2.50 1.14  -0.15
N -3.28 1.31 1.65  -0.42
C -0.94 -2.07 -1.46  0.60
C -1.75 -1.07 -2.31  -0.78
C -1.05 0.29 -2.44  -0.95
C -0.50 0.77 -1.11  0.70
O -0.73 1.88 -0.65  -0.63
N 0.25 -0.15 -0.48  0.64
C 0.88 0.13 0.79  -1.25
C 2.38 0.19 0.64  0.27
C 2.95 1.18 -0.15  -0.19
C 4.32 1.23 -0.33  -0.84
C 5.12 0.28 0.28  0.39
Cl 6.84 0.33 0.05  -0.22
C 4.57 -0.72 1.07  -0.77
C 3.20 -0.76 1.24  -0.24
C 0.42 -1.46 -1.07  -1.51
H -1.87 -0.52 0.31  -0.51
H -2.46 -1.11 2.60  0.29
H -3.09 -2.65 1.94  0.56
H -4.87 -1.46 0.75  0.32
H -4.84 -0.81 2.41  0.38
H -5.12 0.25 -0.94  0.42
H -3.20 3.84 -0.55  0.40
H -2.39 3.15 1.75  0.43
H -0.76 -2.98 -2.02  0.53
H -1.92 -1.47 -3.30  0.31
H -2.74 -0.91 -1.86  0.26
H -1.75 1.04 -2.82  0.45
H -0.22 0.21 -3.14  0.40
H 0.59 -0.63 1.52  0.44
H 0.50 1.11 1.11  0.48
H 2.32 1.92 -0.61  0.46
H 4.76 2.00 -0.94  0.41
H 5.21 -1.45 1.54  0.41
H 2.77 -1.53 1.86  0.40
H 1.05 -1.40 -1.97  0.36
H 0.92 -2.11 -0.35  0.54

Computed properties:
Structure (SMILES): O=C(NCCc1cnccn1)[C@H]1CCC(=O)N(Cc2ccc(Cl)cc2)C1
Net charge: 0
Multiplicity: 1
Max |F|: 0.64 eV/Å
HOMO-LUMO gap: 9.7 eV
Highest occupied orbital energy: -0.337 Eh
Calculated total energy: -42623.1112 eV

Record 6
CH4N3P | wB97M-V/def2-TZVPD

Each line ends with the Mulliken charge.
Element x y z (Å)
C -0.17 1.07 -0.35  -0.41
N 1.16 0.75 0.02  -0.22
N 1.45 -0.48 0.05  -0.21
N 0.48 -1.32 -0.12  -0.06
P -1.17 -0.57 -0.17  -0.01
H -0.71 1.94 0.29  0.27
H -0.28 1.33 -1.35  0.31
H 0.58 -2.26 0.27  0.29
H -1.35 -0.45 1.35  0.05

Computed properties:
Structure (SMILES): C1N=NNP1
Net charge: 0
Multiplicity: 1
Max |F|: 4.46 eV/Å
HOMO-LUMO gap: 10.1 eV
Highest occupied orbital energy: -0.344 Eh
Calculated total energy: -14858.4479 eV

Record 7
C2H12N2O4 | wB97M-V/def2-TZVPD

Each line ends with the Mulliken charge.
Element x y z (Å)
N -1.76 -0.09 1.68  -0.68
C -1.11 -1.07 0.80  -0.73
C 0.25 -0.49 0.45  0.46
N 1.08 -0.31 1.57  -0.58
O 0.81 -1.28 -0.53  -0.47
H -2.62 -0.50 2.06  0.22
H -2.06 0.65 1.06  0.30
H -1.65 -1.28 -0.10  0.36
H -0.95 -1.99 1.34  0.48
H 0.61 0.40 2.12  0.32
H 2.04 0.04 1.18  0.39
H 1.77 -0.92 -0.65  0.40
H 3.80 0.23 -0.68  0.13
O 2.95 0.08 -0.25  -1.04
H 0.14 0.56 -0.02  0.26
H -0.04 1.50 -2.98  0.27
O -0.68 0.84 -2.70  -0.70
H -1.68 2.62 -0.34  0.15
H -1.00 1.20 -1.78  0.37
O -1.57 1.66 -0.43  -0.93

Computed properties:
Net charge: -1
Multiplicity: 2
Max |F|: 2.84 eV/Å
HOMO-LUMO gap (alpha / beta): 9.0 / 5.7 eV
Highest occupied orbital energy (alpha / beta): -0.185 / -0.180 Eh
⟨S²⟩: 0.7566
Calculated total energy: -13436.9129 eV

Record 8
C3H6N2S3 | wB97M-V/def2-TZVPD

Each line ends with the Mulliken charge.
Element x y z (Å)
C -2.92 -0.57 0.02  -0.92
S -1.31 -1.52 -0.17  -0.09
C -0.25 -0.15 -0.06  0.54
S -0.66 1.50 -0.27  -0.47
N 0.94 -0.61 0.19  -0.30
C 2.37 0.01 0.04  0.16
N 2.17 1.37 0.17  -0.30
S 3.70 -1.02 -0.21  -0.29
H -3.10 0.36 -0.62  0.30
H -3.61 -1.33 0.10  0.35
H -2.82 -0.12 1.09  0.32
H 1.11 -1.64 -0.10  0.25
H 1.28 1.76 -0.17  0.17
H 3.09 1.94 0.00  0.27

Computed properties:
Structure (SMILES): CSC(=S)NC(N)=S
Net charge: 0
Multiplicity: 1
Max |F|: 7.13 eV/Å
HOMO-LUMO gap: 8.8 eV
Highest occupied orbital energy: -0.332 Eh
Calculated total energy: -38693.0340 eV